Entry 1:
Below is a structure of composition C26H9Cl69N2S, with properties calculated with ωB97M-V/def2-TZVPD.

Structure (XYZ):
```
107
Properties=species:S:1:pos:R:3:forces:R:3
Cl 9.366 -3.418 -6.540 -0.372 -0.194 -0.716
Cl 0.757 2.867 6.250 -0.331 0.046 -0.103
Cl -10.151 1.220 7.058 0.165 -0.412 -0.347
Cl -3.598 -3.895 -10.229 -0.140 -0.376 0.223
Cl -12.693 4.192 8.511 -0.168 -0.332 0.142
Cl 9.431 -2.388 -1.352 0.354 -0.077 -0.236
Cl -2.683 0.584 0.698 0.128 0.045 -0.629
Cl 10.572 -2.917 -3.976 0.297 0.109 0.775
Cl -12.123 -0.889 6.700 0.529 -0.391 -0.427
Cl 2.823 7.915 6.425 -0.764 -0.457 0.152
Cl 1.917 0.979 3.178 -0.211 -0.221 -0.281
Cl 0.458 -0.628 1.241 0.411 0.153 0.118
Cl 2.224 3.957 -3.216 0.244 -0.360 0.043
Cl 10.169 -3.751 -9.316 -0.328 -0.043 0.291
Cl 4.710 10.118 7.365 0.692 0.545 -0.205
Cl -3.125 2.672 -1.280 -0.008 -0.467 0.074
Cl 0.943 6.050 7.630 0.429 0.649 0.291
Cl 7.467 -2.883 -8.678 0.336 -0.254 0.057
Cl 5.406 9.694 4.572 0.078 0.177 0.318
Cl 2.021 8.249 9.202 -0.088 -0.055 -0.342
Cl 4.516 2.798 -1.848 -0.814 0.287 -0.077
Cl -2.029 2.783 7.083 0.305 0.115 -0.296
Cl -7.722 -5.710 2.991 -0.145 0.099 0.387
Cl 3.674 -1.582 -8.472 -0.280 -0.260 1.477
Cl -3.836 0.046 4.738 -0.385 0.142 -0.142
Cl 7.780 3.237 -4.215 0.002 -0.416 0.085
Cl -3.023 -6.043 5.599 -0.208 -0.105 0.381
Cl 12.149 -1.542 -1.954 -0.302 -0.290 -0.080
Cl -4.286 6.630 -0.530 -0.360 -0.201 -0.052
Cl -9.453 -6.563 5.168 0.253 0.304 -0.130
Cl 6.810 1.017 -2.604 0.776 -0.252 -0.500
Cl -9.404 -3.769 4.358 0.254 -0.610 -0.168
Cl -2.324 0.008 -2.132 -1.486 0.960 0.920
Cl 3.906 2.015 -4.583 -0.143 0.103 0.340
Cl -15.277 3.065 9.230 0.389 -0.036 0.006
Cl -5.780 -5.819 -10.167 0.419 0.110 0.211
Cl -5.285 1.014 2.408 -0.272 0.064 0.669
Cl -4.436 -5.062 -7.699 -0.096 -0.156 -0.445
Cl -1.333 2.358 4.290 0.238 0.290 0.349
Cl -6.716 0.436 4.875 0.360 0.117 -0.138
Cl 0.121 8.783 7.064 0.305 -0.239 0.117
Cl -7.112 -4.928 5.726 -0.360 0.014 -0.293
Cl 8.289 -5.616 -8.112 0.121 0.425 0.011
Cl 2.175 1.163 -2.405 0.335 0.655 -0.486
Cl -5.979 4.418 0.310 0.008 0.353 -0.219
Cl 7.326 0.124 4.782 -0.133 0.071 -0.396
Cl -1.059 5.003 5.472 -0.264 -0.634 -0.217
Cl 7.553 1.892 2.482 -0.177 -0.340 0.131
Cl -7.161 7.007 -0.292 0.317 -0.273 -0.111
Cl -4.941 2.737 4.727 -0.108 -0.386 -0.144
Cl -9.284 -1.521 6.613 -0.336 0.553 0.111
Cl 7.044 -0.946 2.091 -0.084 0.299 0.213
Cl -10.506 -0.012 4.446 -0.002 -0.102 0.413
Cl -4.369 -5.080 7.991 0.124 -0.307 -0.187
Cl -4.995 0.453 -1.065 0.327 0.123 0.054
Cl 2.945 0.672 0.474 -0.297 -0.354 0.742
Cl 9.596 1.101 -3.438 -0.367 0.066 -0.118
Cl 5.680 12.338 5.754 0.037 -0.428 0.049
Cl 7.506 0.592 -5.397 0.083 0.178 0.340
Cl -2.574 -7.364 8.152 -0.298 0.222 -0.241
Cl 4.969 0.765 3.201 0.974 0.168 0.224
Cl -13.202 1.354 8.120 -0.448 0.808 0.668
Cl 2.989 -1.583 2.311 -0.447 0.097 -0.205
Cl -3.051 -6.697 -9.667 -0.249 0.302 0.068
Cl -6.082 5.366 -2.439 0.066 0.106 0.410
Cl 11.539 -4.370 -1.648 -0.151 0.395 -0.160
Cl -5.143 -7.624 6.811 0.394 0.212 0.115
Cl -12.920 2.425 10.811 -0.132 0.080 -0.390
Cl 7.496 10.202 6.531 -0.403 0.085 -0.134
S -0.211 -0.999 -3.246 1.503 -3.020 -4.524
N -1.429 -1.996 -4.080 3.898 -0.618 -3.186
N 1.247 -1.096 -4.262 -5.537 -4.011 -3.074
C 5.485 -2.852 -5.442 0.498 -1.003 -0.040
C 1.597 -2.494 -6.659 -0.918 -0.882 -1.631
C 6.723 0.459 3.139 -0.069 0.063 0.022
C -3.282 0.929 -0.945 -0.065 0.092 0.117
C -8.423 -5.243 4.561 -0.033 0.040 -0.071
C 4.065 -3.278 -6.142 -0.669 0.671 0.597
C 10.923 -2.804 -2.232 -0.035 0.011 0.091
C 8.823 -3.917 -8.161 0.018 0.014 -0.124
C -5.195 1.058 4.187 -0.106 0.053 -0.001
C -1.383 -3.562 -6.507 2.632 -0.097 -1.706
C 7.923 1.487 -3.914 0.037 -0.084 0.040
C -13.523 2.759 9.168 -0.101 -0.044 -0.028
C -0.916 3.253 5.774 -0.149 0.036 -0.129
C 1.477 7.749 7.580 0.042 -0.151 -0.078
C 5.823 10.588 6.056 -0.010 0.067 0.167
C -3.777 -6.528 7.138 0.010 -0.087 -0.053
C 2.077 -0.140 1.801 0.187 -0.077 -0.050
C 1.072 -3.486 -7.862 -1.354 2.156 4.312
C 3.205 2.483 -3.013 -0.135 0.000 -0.052
C -10.516 -0.300 6.204 0.142 0.128 0.094
C -5.877 5.856 -0.738 -0.033 -0.047 0.022
C -4.216 -5.369 -9.441 -0.049 0.057 -0.104
C 3.187 -1.976 -6.710 -1.089 -1.550 0.953
C -0.472 -4.039 -7.792 1.171 2.797 3.966
C -0.812 -2.560 -5.342 2.053 1.775 1.817
C 0.722 -1.984 -5.370 0.205 -0.917 -1.101
H -0.820 -4.771 -8.648 0.416 1.697 2.171
H 1.866 -3.760 -8.698 -2.078 0.653 1.927
H 5.389 -1.910 -4.743 0.118 -1.756 -1.646
H -2.482 -3.966 -6.416 2.610 1.048 -0.153
H 3.346 -1.003 -6.078 -0.421 -1.986 -1.244
H 6.336 -2.737 -6.262 -1.942 0.127 1.866
H 3.360 -3.776 -5.321 1.560 1.062 -1.744
H 5.863 -3.737 -4.736 -0.932 1.833 -1.555
H 4.158 -4.033 -7.033 0.034 1.448 1.770
```
Forces are in eV/Å.

Output
E_tot (eV): -904953.800
Net charge: 0
2S+1: 1

Entry 2:
Below is a structure of composition C27H17N7O2S2Ti, with properties calculated with ωB97M-V/def2-TZVPD.

Structure (XYZ):
```
56
Properties=species:S:1:pos:R:3:forces:R:3
Ti 0.764 0.710 -0.310 0.310 -0.435 0.314
S 0.477 1.756 1.976 0.061 0.121 -0.317
S 2.664 -0.168 0.702 -0.122 -0.128 -0.121
O 1.638 0.673 -1.999 0.277 0.344 0.218
O 2.871 -0.002 -3.727 -0.044 -0.223 -0.088
N 0.290 -1.457 -1.863 0.087 0.039 0.147
N 1.094 0.883 5.494 -0.027 -0.017 0.027
N 1.280 2.840 -0.667 -0.071 -0.065 -0.061
N 3.905 -1.598 3.881 -0.001 -0.021 0.014
N -0.991 1.820 -0.861 -0.175 -0.198 -0.067
N -0.946 2.941 -1.434 0.091 0.040 0.093
N -0.806 -0.419 0.485 0.086 0.280 -0.320
C -2.010 -0.101 -0.016 -0.144 -0.110 0.013
C -0.702 -1.284 1.605 0.008 -0.040 0.043
C 0.164 -2.373 1.573 -0.024 0.031 0.034
C -4.359 -0.490 -0.464 0.013 -0.046 0.041
C 0.338 -3.158 2.704 0.009 0.001 -0.036
C 1.409 -2.540 -3.680 -0.052 0.018 0.039
C -4.437 0.649 -1.303 0.108 0.045 -0.007
C 1.268 0.805 4.361 0.043 0.047 0.043
C -0.349 -3.655 -2.508 -0.017 0.033 0.030
C 1.465 0.736 2.941 0.092 -0.163 -0.014
C 1.203 -1.469 -2.829 0.027 -0.020 -0.064
C 2.008 -0.204 -2.917 -0.087 0.247 0.118
C 0.497 4.844 -1.717 0.194 -0.030 0.094
C 0.320 3.543 -1.269 -0.414 -0.036 -0.137
C 3.232 -0.915 3.245 0.103 -0.057 0.045
C -1.224 -1.787 3.901 -0.038 0.032 0.005
C -3.327 1.421 -1.477 -0.203 -0.076 -0.001
C -3.206 -0.857 0.168 0.033 -0.023 0.088
C -0.473 -2.533 -1.701 -0.026 -0.021 -0.107
C 0.608 -3.659 -3.510 0.021 0.004 -0.013
C 2.466 3.410 -0.462 -0.012 -0.012 -0.022
C -2.128 1.056 -0.832 0.110 0.338 -0.062
C 1.733 5.430 -1.507 -0.055 -0.009 -0.015
C 2.412 -0.091 2.422 -0.262 0.194 -0.018
C 2.730 4.706 -0.867 0.048 -0.032 0.026
C -1.399 -0.995 2.778 0.052 -0.059 0.013
C -0.352 -2.866 3.871 0.008 -0.032 0.015
H -1.199 -2.493 -0.900 0.000 -0.017 -0.014
H 0.729 -2.583 0.674 0.002 0.020 0.032
H 3.706 5.131 -0.686 0.004 0.011 -0.002
H -0.992 -4.508 -2.343 -0.004 -0.004 -0.002
H 0.733 -4.524 -4.149 -0.008 -0.007 0.000
H 2.176 -2.478 -4.438 0.008 0.014 0.002
H 3.207 2.797 0.032 0.010 0.025 -0.008
H -0.320 5.357 -2.199 -0.027 -0.012 -0.002
H -1.748 -1.537 4.815 0.001 -0.005 0.010
H -3.335 2.309 -2.093 0.007 0.006 0.005
H -0.200 -3.466 4.758 0.008 -0.006 0.008
H 1.917 6.443 -1.837 0.008 0.003 0.000
H -5.370 0.895 -1.790 -0.003 0.026 -0.017
H -3.178 -1.733 0.801 -0.013 -0.007 -0.002
H -5.244 -1.097 -0.325 -0.001 -0.011 0.005
H -2.041 -0.125 2.817 -0.004 0.011 -0.027
H 1.032 -3.987 2.673 0.001 -0.008 0.020
```
Forces are in eV/Å.

Output
Energy above the lowest of the compared OMol25 structures with the same formula, charge and spin (kcal per mole): 12.2
Net charge: 0
2S+1: 1